# 1
DFT (the ωB97M-V functional and the def2-TZVPD basis) results for C3H5ClN2 in the gas phase at a distorted geometry.

Geometry as ORCA input:
```
! wB97M-V def2-TZVPD RIJCOSX def2/J DEFGRID3
* xyz 0 1
N 2.2216 -0.2428 -0.0146
N 1.0885 -1.1246 -0.0548
C -0.0789 -0.6752 -0.0708
C -0.4600 0.5991 0.0978
C -1.8407 0.6717 -0.0777
Cl -2.8203 -0.7591 0.0513
H 1.8915 0.7556 0.4975
H 3.0344 -0.8229 0.1910
H -0.8401 -1.4953 -0.1915
H 0.0735 1.4886 -0.1170
H -2.2694 1.6050 -0.3111
*
```

LUMO energy	0.0068	Ha
largest force on an atom	6.96	eV Å⁻¹
frontier orbital gap	0.3153	Ha
DFT total energy	-18691.10494	eV

=====

# 2
DFT (the ωB97M-V functional and the def2-TZVPD basis) results for a molecular structure, C4H6Si2 at a distorted geometry.

Geometry as ORCA input:
```
! wB97M-V def2-TZVPD RIJCOSX def2/J DEFGRID3
* xyz 0 1
C 0.6969 1.7662 1.0305
C 1.6047 0.8940 1.4461
C -1.9706 -1.7111 -1.3723
C -2.3394 -2.8077 -1.1131
Si 1.7302 -0.2651 -0.0308
Si 0.1247 1.3289 -0.7176
H 0.3767 2.4476 1.8304
H 1.9645 0.9636 2.4421
H -1.2445 -0.9563 -1.4509
H -3.0374 -3.5911 -1.0803
H 3.2309 -0.2854 -0.1391
H -1.1369 2.2165 -0.8449
*
```

LUMO energy (spin up / spin down)	-0.0527 / -0.0367	Ha
largest force on an atom	2.30	eV Å⁻¹
frontier orbital gap (spin up / spin down)	0.2083 / 0.2400	Ha
DFT total energy	-19992.41772	eV

=====

# 3
DFT (the ωB97M-V functional and the def2-TZVPD basis) results for 2 unconnected molecules or ions with the total composition C27H29N2 at a distorted geometry.

Geometry as ORCA input:
```
! wB97M-V def2-TZVPD RIJCOSX def2/J DEFGRID3
* xyz 1 1
C -3.5223 0.3507 3.5852
C -2.3767 1.1553 3.5746
C -1.1871 0.6405 3.0588
C -1.1451 -0.6667 2.5616
C 0.1851 -1.2763 2.1390
C 0.8466 -2.1838 3.2254
C 1.4658 -3.3603 2.4542
C 1.0226 -3.2043 0.9790
N 0.0708 -2.1221 1.0024
C -2.2983 -1.4601 2.5641
C -3.4948 -0.9584 3.0919
H -4.4459 0.7518 3.9907
H -2.3930 2.1714 3.9800
H -0.2686 1.2334 3.0382
H 0.8961 -0.4452 1.9703
H 1.5975 -1.6082 3.7667
H 0.1114 -2.5454 3.9549
H 2.5535 -3.3436 2.5399
H 1.1052 -4.3120 2.8551
H 1.9137 -2.9829 0.3567
H 0.5727 -4.1414 0.6127
H -0.3962 -1.8293 0.1558
H -2.2483 -2.4761 2.1600
H -4.3870 -1.5931 3.1187
C -2.2053 3.3054 0.5056
C -0.8465 2.9588 0.1068
N 0.1862 3.7309 0.5073
C 1.3871 3.2610 -0.0148
C 1.1018 2.1091 -0.7923
C 2.1754 1.4043 -1.3299
C 3.4779 1.9015 -1.1391
C 3.7185 3.0161 -0.3062
C 2.6577 3.7007 0.2924
C -0.3526 1.8983 -0.7013
C -1.1095 0.8837 -1.2736
C -0.6921 0.0887 -2.3748
C 0.0816 0.5738 -3.4755
C 0.5716 -0.3077 -4.4319
C 0.2908 -1.6802 -4.3260
C 0.9255 -2.6561 -5.2686
C -0.5890 -2.1470 -3.3404
C -1.1268 -1.2656 -2.4199
H -2.9415 2.6795 -0.0075
H -2.3474 3.1752 1.5902
H -2.4193 4.3610 0.2685
H 0.1056 4.5399 1.1070
H 2.0010 0.4841 -1.8918
H 4.3265 1.4113 -1.6265
H 4.7444 3.3382 -0.1166
H 2.7923 4.5377 0.9798
H -2.1237 0.7410 -0.8938
H 0.2638 1.6487 -3.5802
H 1.2025 0.0534 -5.2521
H 0.5491 -3.6635 -5.0815
H 0.7144 -2.3967 -6.3107
H 2.0153 -2.6748 -5.1541
H -0.8341 -3.2110 -3.2856
H -1.8791 -1.5937 -1.6988
*
```

LUMO energy	-0.1784	Ha
largest force on an atom	1.69	eV Å⁻¹
frontier orbital gap	0.2069	Ha
DFT total energy	-31443.85962	eV

=====

# 4
DFT (the ωB97M-V functional and the def2-TZVPD basis) results for a molecular structure, C8H15AlNO3S at a distorted geometry.

Geometry as ORCA input:
```
! wB97M-V def2-TZVPD RIJCOSX def2/J DEFGRID3
* xyz -1 1
Al -1.6134 0.2827 -1.3618
C -1.8383 -0.3819 -3.2847
C -1.0323 -1.4788 -3.8221
C -1.3015 -1.9144 -5.1960
C -2.3411 -1.2213 -5.9123
N -3.0876 -0.1798 -5.4769
C -2.8156 0.1959 -4.2007
H -0.4518 -0.5494 -0.6268
H -1.4813 1.8667 -1.2099
H -2.9861 -0.1265 -0.5976
H -0.2429 -1.9688 -3.2052
H -0.7479 -2.7654 -5.6564
H -2.5566 -1.5875 -6.9478
H -3.4207 1.0460 -3.7984
O 2.2419 1.5030 1.5996
S 1.9153 0.3012 2.3073
O 0.6255 -0.3064 2.2065
O 2.2772 0.4985 3.8653
C 1.6995 1.6109 4.5544
C 0.2358 1.3782 4.8800
C 3.1355 -0.9215 1.9449
H 1.8352 2.5299 3.9784
H 2.2605 1.7273 5.4836
H -0.3674 1.3351 3.9724
H -0.1522 2.1854 5.5043
H 0.1038 0.4283 5.4013
H 4.1235 -0.4797 2.0550
H 2.9788 -1.2476 0.9179
H 3.0042 -1.7603 2.6257
*
```

LUMO energy	0.0895	Ha
largest force on an atom	2.53	eV Å⁻¹
frontier orbital gap	0.2570	Ha
DFT total energy	-33603.41975	eV

=====

# 5
DFT (the ωB97M-V functional and the def2-TZVPD basis) results for a molecular structure, C7H6BF4IrN5O2 at a distorted geometry.

Geometry as ORCA input:
```
! wB97M-V def2-TZVPD RIJCOSX def2/J DEFGRID3
* xyz 1 1
Ir 0.1714 -1.1391 -0.7233
N 0.7432 -0.6683 3.3579
C 0.7540 -1.5385 2.3502
N 0.5353 -0.8564 1.2404
C 0.3855 0.4413 1.6459
N 0.5086 0.5900 2.9348
C 0.0967 1.4213 0.6142
C -0.0025 2.7881 0.7862
N -0.2417 3.5975 -0.2420
C -0.3782 3.0494 -1.4389
C -0.2891 1.6739 -1.6447
N -0.0590 0.8740 -0.6088
H 0.8760 -0.8509 4.3417
H 0.9089 -2.6007 2.4422
H 0.1156 3.2282 1.7681
H -0.5666 3.7098 -2.2751
H -0.4171 1.2077 -2.6109
O 0.9606 -3.1069 -0.7098
C 2.1069 -2.6048 -0.7598
O 2.1508 -1.3219 -0.8132
H 3.0240 -3.1925 -0.7764
F -0.8201 -1.2165 -2.4607
B -2.5670 -0.8976 -1.6959
F -2.7805 0.2930 -2.2247
F -3.1603 -1.9843 -2.1086
F -2.0556 -0.8958 -0.3886
*
```

LUMO energy	-0.1689	Ha
largest force on an atom	2.04	eV Å⁻¹
frontier orbital gap	0.3396	Ha
DFT total energy	-33286.06748	eV

=====

# 6
DFT (the ωB97M-V functional and the def2-TZVPD basis) results for C19H22N4O2S in the gas phase at a distorted geometry.

Geometry as ORCA input:
```
! wB97M-V def2-TZVPD RIJCOSX def2/J DEFGRID3
* xyz 0 1
C -3.0595 0.8978 1.2143
C -1.7473 0.1706 1.5033
S -1.0328 0.0967 3.1396
C 0.1836 -1.0437 2.5527
C 0.1010 -1.2967 1.2038
C -1.0305 -0.6085 0.5938
N -1.3368 -0.8379 -0.7466
C -0.9792 0.1268 -1.6900
O -1.1756 -0.0931 -2.8770
C -0.5043 1.5505 -1.3185
N 0.5518 1.7352 -0.2555
C 1.8869 1.1420 -0.6110
C 2.9450 1.2269 0.5003
N 2.8983 2.5736 1.1498
C 3.6767 3.6861 0.5164
C 1.5351 2.9441 1.6143
C 0.5903 3.0270 0.4052
C -1.6663 -2.1580 -1.1043
C -2.9814 -2.4589 -1.5470
C -3.2991 -3.7724 -1.8363
C -2.3358 -4.7991 -1.7797
C -1.0489 -4.5259 -1.3750
C -0.6988 -3.2104 -1.0352
N 0.5965 -3.0103 -0.5660
C 0.9558 -2.2557 0.5512
O 2.0753 -2.4113 0.9643
H -3.0607 1.9614 1.5059
H -3.3222 0.7769 0.1778
H -3.8218 0.4183 1.8352
H 0.9364 -1.4395 3.2132
H -0.1728 2.0529 -2.2205
H -1.4232 2.0456 -1.0146
H 1.7785 0.0648 -0.8639
H 2.2369 1.6961 -1.5075
H 2.6519 0.4826 1.2410
H 3.8976 0.9257 0.1498
H 3.7578 4.5119 1.2007
H 4.6901 3.2863 0.2620
H 3.2697 4.0476 -0.4217
H 1.5486 3.8593 2.1785
H 1.1740 2.1436 2.2926
H 0.9363 3.7640 -0.2701
H -0.3977 3.3271 0.7543
H -3.7405 -1.6850 -1.6044
H -4.3111 -4.0402 -2.1350
H -2.6881 -5.8058 -1.9584
H -0.3085 -5.3338 -1.2879
H 1.2689 -3.7550 -0.6939
*
```

LUMO energy	0.0130	Ha
largest force on an atom	3.27	eV Å⁻¹
frontier orbital gap	0.2993	Ha
DFT total energy	-40950.08608	eV

=====

# 7
DFT (the ωB97M-V functional and the def2-TZVPD basis) results for a molecular structure, C24H30BN10OOsSe2 at a distorted geometry.

Geometry as ORCA input:
```
! wB97M-V def2-TZVPD RIJCOSX def2/J DEFGRID3
* xyz 3 5
Os -3.8537 11.3185 14.1692
C 0.2464 12.8504 15.7953
C -0.8633 13.0309 14.9853
N -1.7353 12.0383 15.1320
N -1.1989 11.2068 16.0604
C -0.0030 11.6819 16.4767
B -2.0728 10.0661 16.6279
N -2.4179 9.0752 15.4566
C -2.1295 7.7553 15.3437
C -2.4356 7.3552 14.0574
C -2.9646 8.4580 13.4249
N -2.9542 9.5038 14.2754
N -3.4326 10.7110 17.0505
C -4.0103 10.8289 18.2611
C -5.2585 11.4037 18.1220
C -5.3694 11.6397 16.7549
N -4.2814 11.2356 16.1308
H 1.1051 13.4965 15.8752
H -1.0693 13.8832 14.3837
H 0.5900 11.1424 17.2034
H -1.6250 9.5162 17.5821
H -1.6509 7.2762 16.2007
H -2.2782 6.3596 13.6412
H -3.3200 8.5178 12.4185
H -3.4731 10.5625 19.1483
H -5.9450 11.5958 18.9163
H -6.2002 12.0530 16.2187
Se -6.8733 10.3069 11.9198
Se -5.0054 9.7176 10.6433
C -4.1797 11.4556 10.9149
C -4.5242 12.3807 9.8387
C -4.7571 13.7098 10.1711
C -4.3048 14.1923 11.3656
C -3.4043 13.3166 12.1774
N -3.6804 11.8588 12.0313
C -6.6932 9.1133 13.4169
C -7.3677 7.9002 13.4347
C -7.2022 7.0560 14.5316
C -6.3748 7.4615 15.5697
C -5.7496 8.6918 15.4620
N -5.9275 9.5417 14.4350
H -4.7702 11.9184 8.8846
H -5.2836 14.3341 9.4635
H -4.5046 15.1923 11.7008
H -4.4950 14.0899 13.7056
H -8.0041 7.6135 12.5934
H -7.7318 6.1096 14.5717
H -6.2038 6.8129 16.4296
H -5.1422 9.0315 16.2787
C -0.9334 11.3843 11.4706
N -0.8791 12.8175 11.8364
C 0.5159 13.1871 12.0843
C -1.8822 13.6818 11.9419
O -3.7443 13.4733 13.6261
N -1.5961 14.9891 11.7722
C -2.3482 16.0408 12.4403
C -0.5580 15.4703 10.8449
H -1.6655 11.1950 10.6877
H -1.1988 10.7130 12.3040
H 0.0401 11.1258 11.0742
H 0.9166 12.4224 12.7463
H 0.5656 14.1502 12.6105
H 1.1003 13.2549 11.1814
H -2.9926 15.5896 13.1839
H -2.9136 16.6445 11.6972
H -1.6424 16.6753 12.9786
H -0.2806 14.6977 10.1266
H 0.2917 15.8652 11.3679
H -0.9934 16.2977 10.2828
*
```

LUMO energy (spin up / spin down)	-0.3317 / -0.4064	Ha
largest force on an atom	1.77	eV Å⁻¹
frontier orbital gap (spin up / spin down)	0.2861 / 0.2191	Ha
DFT total energy	-176131.96236	eV

=====

# 8
DFT (the ωB97M-V functional and the def2-TZVPD basis) results for a molecular structure, C3H5N3O at a distorted geometry.

Geometry as ORCA input:
```
! wB97M-V def2-TZVPD RIJCOSX def2/J DEFGRID3
* xyz 0 1
N 1.9017 -0.0748 -0.0746
C 0.5668 -0.2051 -0.0267
C -0.3916 0.8407 0.3876
N -1.3920 0.7557 -0.6380
C -1.5953 -0.6714 -0.1585
O -1.5096 -0.3522 1.1626
N -0.1997 -1.2047 -0.4437
H 2.4779 -0.8301 -0.4231
H 2.3362 0.8369 0.0034
H 0.0052 1.8052 0.7489
H -2.2212 1.2397 -0.3042
H -0.0307 -2.1766 -0.2277
*
```

LUMO energy (spin up / spin down)	0.0096 / 0.0096	Ha
largest force on an atom	1.10	eV Å⁻¹
frontier orbital gap (spin up / spin down)	0.2647 / 0.2653	Ha
DFT total energy	-9704.30977	eV

=====

# 9
DFT (the ωB97M-V functional and the def2-TZVPD basis) results for a gas-phase ion, C7H12F3N2O (charge +1) at a distorted geometry.

Geometry as ORCA input:
```
! wB97M-V def2-TZVPD RIJCOSX def2/J DEFGRID3
* xyz 1 1
N 2.2591 -1.6110 -0.5309
C 1.7751 -0.3561 -0.3330
N 2.4535 0.7517 -0.3628
C 1.6065 1.9314 -0.0532
C 0.5573 1.2217 0.8059
C 0.3332 -0.0337 -0.0731
C -0.5741 -1.1559 0.3897
C -2.0322 -1.0501 -0.0562
O -2.1778 -1.3953 -1.4049
C -2.6870 0.2888 0.2414
F -2.1711 1.2872 -0.5248
F -2.5268 0.6227 1.5405
F -4.0105 0.2339 -0.0242
H 2.0182 -2.2173 0.2488
H 3.2728 -1.6122 -0.5993
H 3.4395 0.8303 -0.5549
H 1.1863 2.3541 -0.9557
H 2.1886 2.6212 0.5406
H 1.0430 0.9126 1.7267
H -0.3244 1.7951 1.0441
H -0.0196 0.3672 -1.0270
H -0.2201 -2.0763 -0.0696
H -0.5112 -1.3179 1.4617
H -2.5943 -1.7731 0.5265
H -2.2840 -0.6188 -1.9562
*
```

LUMO energy	-0.1313	Ha
largest force on an atom	1.57	eV Å⁻¹
frontier orbital gap	0.3999	Ha
DFT total energy	-20628.19053	eV

=====

# 10
DFT (the ωB97M-V functional and the def2-TZVPD basis) results for 3 unconnected molecules or ions with the total composition C27H49N3O5S at a distorted geometry.

Geometry as ORCA input:
```
! wB97M-V def2-TZVPD RIJCOSX def2/J DEFGRID3
* xyz 0 1
C 2.5372 0.5445 -2.4386
C 2.6287 0.9057 -1.0608
C 2.9739 1.0859 0.5651
C 1.8543 2.0615 1.2569
N 0.9559 2.5640 0.1263
O 4.3924 1.5332 0.4988
S 5.3293 0.2130 -0.0631
O 5.7176 0.1343 -1.5611
O 6.5652 -0.1663 0.7877
O 4.1574 -1.0048 0.1658
C 3.0820 -0.5007 1.0836
C 3.6608 -0.7769 2.5904
C 4.7331 -2.0100 2.7147
C 4.4989 -3.5447 2.1087
C 5.6218 -4.7653 2.2538
C 7.0787 -4.5317 3.0407
C 7.3044 -3.0346 3.6799
C 6.1773 -1.8072 3.5338
C 6.6116 -0.3818 4.2687
O 1.9151 -1.2376 0.5795
C 0.8122 -1.2883 1.5489
C -0.6999 -1.2235 0.8414
H 2.4312 -0.0959 -3.4396
H 2.4388 3.0289 1.6410
H 1.2721 1.5972 2.1590
H -0.0529 2.4142 0.3485
H 1.1703 3.5973 -0.0113
H 2.8501 -0.9370 3.4191
H 4.2525 0.2113 2.9046
H 3.5257 -3.8224 1.5119
H 5.4094 -5.8259 1.7689
H 7.8811 -5.3987 3.1264
H 8.3153 -2.8388 4.2812
H 5.6804 0.2822 4.5754
H 7.1097 -0.7097 5.3023
H 7.4442 0.2076 3.6871
H 0.8561 -2.3735 2.0447
H 0.8877 -0.5297 2.4360
H -0.6984 -0.6328 -0.1768
H -1.0378 -2.3505 0.6624
H -1.4558 -0.7433 1.6313
C -0.4854 3.9944 -3.5710
C -1.7156 4.8642 -3.3276
N -1.6946 5.5910 -2.0553
C -2.9826 6.2076 -1.7206
C -3.4917 7.3183 -2.6328
C -0.5223 6.4327 -1.8080
C -0.2244 7.5411 -2.8113
H -0.3414 3.2755 -2.7571
H -0.6091 3.4278 -4.5004
H 0.4255 4.5913 -3.6754
H -2.5838 4.1931 -3.3377
H -1.8371 5.5454 -4.1805
H -2.9482 6.5851 -0.6907
H -3.7419 5.4142 -1.6991
H -2.9592 8.2559 -2.4634
H -4.5484 7.5144 -2.4188
H -3.4197 7.0591 -3.6915
H 0.3607 5.7844 -1.7441
H -0.5950 6.8766 -0.8063
H -0.3374 7.2138 -3.8489
H 0.8115 7.8776 -2.6902
H -0.8594 8.4141 -2.6494
C -4.7045 -4.2122 2.2100
C -5.5164 -4.8192 1.0690
N -5.5757 -3.9859 -0.1349
C -6.5621 -4.4544 -1.1141
C -6.3216 -5.8126 -1.7638
C -4.2907 -3.5706 -0.7007
C -3.3170 -4.6657 -1.1208
H -5.0861 -3.2229 2.4849
H -4.7701 -4.8544 3.0951
H -3.6444 -4.1198 1.9558
H -6.5355 -4.9649 1.4493
H -5.1187 -5.8191 0.8495
H -6.6765 -3.7010 -1.9039
H -7.5418 -4.4862 -0.6184
H -5.5392 -5.7642 -2.5231
H -7.2338 -6.1430 -2.2735
H -6.0600 -6.5857 -1.0376
H -3.7846 -2.9259 0.0290
H -4.4654 -2.9084 -1.5591
H -3.2501 -5.4756 -0.3886
H -2.3117 -4.2427 -1.2267
H -3.5822 -5.0923 -2.0900
*
```

LUMO energy	0.0046	Ha
largest force on an atom	10.23	eV Å⁻¹
frontier orbital gap	0.3022	Ha
DFT total energy	-54316.56518	eV

=====

# 11
DFT (the ωB97M-V functional and the def2-TZVPD basis) results for 2 unconnected molecules or ions with the total composition C7H15N.

Geometry as ORCA input:
```
! wB97M-V def2-TZVPD RIJCOSX def2/J DEFGRID3
* xyz 0 1
C 0.5325 0.1151 2.3903
C -0.0369 -0.9468 1.8392
C 0.4877 -2.3430 2.0786
C -1.2738 -0.8590 0.9993
H 0.1148 1.0972 2.1956
H 1.4085 0.0632 3.0232
H -0.1727 -2.8329 2.8026
H 1.4863 -2.3169 2.5041
H 0.4332 -2.9384 1.1688
H -1.5173 0.1666 0.7336
H -2.1194 -1.2538 1.5697
H -1.1839 -1.4592 0.0970
C 1.5904 2.6489 -1.9994
N 0.3804 2.3157 -1.9715
C 0.0798 0.9506 -1.5699
C -1.1088 0.3272 -2.2592
H 2.3897 1.9410 -1.7384
H 1.8876 3.6551 -2.2781
H 0.9554 0.3037 -1.7317
H -0.0548 0.9402 -0.4882
H -1.1961 -0.7341 -2.0287
H -2.0634 0.7834 -1.9902
H -1.0190 0.3761 -3.3469
*
```

LUMO energy	0.0365	Ha
largest force on an atom	0.83	eV Å⁻¹
frontier orbital gap	0.3809	Ha
DFT total energy	-8990.94101	eV

=====

Q: What is the formula in the eleventh record?
A: C7H15N

=====

Q: Which value of largest force on an atom does entry 11 give?
A: 0.83 eV Å⁻¹

=====

Q: Among the records above, which one has the lowest DFT total energy?
A: C24H30BN10OOsSe2

=====

Q: Among the records above, which one has the lowest largest force on an atom?
A: C7H15N